Here is C13H13Br18Cl21 as an isolated structure at a distorted geometry from the OMol25 dataset. Energies are from ωB97M-V/def2-TZVPD.

Computed properties:
E = -1537424.66980 eV
Lowest unoccupied orbital energy = -0.286 eV
HOMO-LUMO gap = 0.3622 Ha
Multiplicity = 1

Atoms and positions in Å:
Br1 0.818 2.117 0.488
Br2 -0.189 -5.018 -3.781
Br3 -0.415 0.331 3.680
Br4 -0.337 3.078 -5.648
Br5 -0.793 4.159 -2.729
Br6 2.320 -5.445 -5.757
Br7 -1.944 0.734 0.665
Br8 2.167 -2.835 -4.067
Br9 -2.805 -5.783 1.242
Br10 -1.594 -3.007 0.605
Br11 4.969 1.267 1.709
Br12 6.661 -1.295 2.571
Br13 -0.764 -4.449 3.318
Br14 6.005 0.834 4.768
Br15 2.422 0.339 5.211
Br16 1.988 -1.727 2.886
Br17 0.220 -0.377 -1.479
Br18 -3.087 2.533 -4.242
Cl1 -6.268 -2.513 4.519
Cl2 3.974 -3.957 1.501
Cl3 -7.198 -0.164 -1.939
Cl4 -4.224 -2.816 -3.343
Cl5 3.380 5.172 -2.475
Cl6 1.978 6.242 3.130
Cl7 -4.466 0.496 -2.106
Cl8 -3.152 5.381 0.036
Cl9 3.331 4.533 1.326
Cl10 5.135 3.490 -3.942
Cl11 -3.763 -1.886 3.183
Cl12 4.012 2.454 -1.529
Cl13 -2.789 4.590 2.747
Cl14 -1.937 -1.866 -4.823
Cl15 -0.455 5.236 1.198
Cl16 -4.609 -1.324 -5.850
Cl17 -4.141 -1.337 5.976
Cl18 4.555 -3.817 -1.456
Cl19 1.836 -3.744 -0.375
Cl20 3.077 3.712 4.090
Cl21 -5.689 -0.171 0.441
C1 1.147 -0.623 4.231
C2 -1.221 2.872 -3.978
C3 -5.597 -0.466 -1.261
C4 -3.559 -2.448 -4.963
C5 -1.362 -4.690 1.509
C6 -0.119 0.487 0.138
C7 3.301 5.052 3.022
C8 5.411 0.028 3.061
C9 -4.883 -1.368 4.390
C10 -2.098 4.488 1.154
C11 3.524 -3.325 -0.097
C12 1.145 -4.161 -4.926
C13 4.590 3.876 -2.386
H1 -5.292 -0.438 4.084
H2 4.188 5.673 3.177
H3 0.776 -1.384 4.932
H4 -0.424 -5.071 1.016
H5 5.341 4.376 -1.747
H6 0.501 -3.714 -5.660
H7 -1.958 3.428 0.845
H8 3.590 -2.202 0.058
H9 -3.662 -3.372 -5.625
H10 0.301 -0.115 0.930
H11 -5.451 -1.528 -1.433
H12 -0.892 1.931 -3.530
H13 4.471 -0.473 3.312

Here is one molecule with the formula C13H13BrN2O4 from the OMol25 dataset. Energies are from ωB97M-V/def2-TZVPD.

Computed properties:
E = -94906.20898 eV
Lowest unoccupied orbital energy = 0.388 eV
HOMO-LUMO gap = 0.3450 Ha
Multiplicity = 1

Atoms and positions in Å:
Br1 -1.458 2.002 1.287
O1 3.330 2.023 -2.251
O2 1.949 -1.676 -0.602
O3 -1.327 -3.206 0.146
O4 1.381 -1.349 1.545
N1 3.649 0.479 -0.603
N2 -1.110 -0.968 0.569
C1 2.401 1.374 1.145
C2 3.080 1.581 -1.159
C3 2.099 2.142 -0.138
C4 -0.742 -2.273 0.637
C5 2.072 -1.073 0.426
C6 -3.520 1.559 -0.618
C7 -4.000 -0.521 -1.698
C8 3.059 0.075 0.644
C9 -2.483 0.948 0.059
C10 0.523 -2.483 1.481
C11 -2.959 -1.128 -1.021
C12 -4.284 0.820 -1.503
C13 -2.176 -0.402 -0.126
H1 1.056 -3.343 1.064
H2 3.819 -0.291 1.346
H3 4.164 -0.176 -1.171
H4 1.521 1.184 1.755
H5 2.213 3.218 -0.035
H6 -0.554 -0.312 1.110
H7 -3.727 2.605 -0.451
H8 -5.095 1.294 -2.034
H9 3.121 1.926 1.749
H10 0.234 -2.696 2.513
H11 -2.738 -2.172 -1.171
H12 1.091 1.946 -0.509
H13 -4.591 -1.104 -2.387

Here is C13H13Cl3IrN2S as an isolated structure from the OMol25 dataset. Energies are from ωB97M-V/def2-TZVPD.

Computed properties:
⟨S²⟩ = 0.791
E = -67893.17925 eV
Net charge = +2
Lowest unoccupied orbital energy (alpha / beta) = -9.003 / -10.257 eV
HOMO-LUMO gap (alpha / beta) = 0.2543 / 0.2040 Ha
Multiplicity = 2

Atoms and positions in Å:
Ir1 -1.336 -0.950 -0.092
Cl1 -6.589 -2.596 0.281
Cl2 -6.292 -1.599 -2.441
Cl3 -6.702 0.269 -0.242
S1 -1.399 -0.678 2.165
N1 -1.421 0.970 0.321
N2 -3.428 -1.113 -0.400
C1 -1.418 2.077 -0.437
C2 -6.021 -1.281 -0.737
C3 -4.561 -1.181 -0.539
C4 3.774 0.308 -0.863
C5 -1.469 3.301 0.192
C6 -1.505 2.203 2.349
C7 3.756 -1.530 0.888
C8 3.544 -2.132 -1.565
C9 3.199 -1.072 -0.500
C10 -1.451 1.008 1.662
C11 -1.516 3.361 1.585
C12 1.775 -0.993 -0.325
C13 0.542 -0.923 -0.172
H1 4.836 -1.617 0.767
H2 3.547 -0.795 1.664
H3 4.629 -2.200 -1.637
H4 4.854 0.213 -0.964
H5 3.151 -1.848 -2.540
H6 -1.533 2.221 3.429
H7 3.563 1.042 -0.087
H8 3.151 -3.110 -1.292
H9 3.355 -2.498 1.182
H10 3.372 0.663 -1.812
H11 -1.380 1.957 -1.510
H12 -1.556 4.324 2.076
H13 -1.472 4.200 -0.406

Here is C13H13ClEuN2O5S2 as an isolated structure at a distorted geometry from the OMol25 dataset. Energies are from ωB97M-V/def2-TZVPD.

Computed properties:
⟨S²⟩ = 15.884
E = -80396.19234 eV
Net charge = +2
Lowest unoccupied orbital energy (alpha / beta) = -8.152 / -10.097 eV
HOMO-LUMO gap (alpha / beta) = 0.1842 / 0.1673 Ha
Multiplicity = 8

Atoms and positions in Å:
Eu1 -0.898 3.772 -3.234
Cl1 4.480 0.203 -3.300
S1 1.528 -0.776 2.049
S2 -3.229 -0.773 -1.701
O1 2.038 0.167 3.200
O2 3.876 -1.113 -0.503
O3 0.283 3.304 -1.553
O4 0.029 -1.207 2.294
O5 -0.937 -2.460 -1.947
N1 -0.832 -3.552 0.314
N2 -1.950 -2.732 0.336
C1 0.852 1.374 0.144
C2 -1.840 1.940 0.451
C3 3.114 0.721 -2.100
C4 -2.026 -2.040 -1.024
C5 -0.344 1.909 1.130
C6 2.536 -2.353 2.149
C7 1.082 2.247 -1.262
C8 -2.805 0.676 0.851
C9 1.757 0.193 0.445
C10 -3.893 0.350 -0.340
C11 -0.193 -3.406 -1.052
C12 2.234 1.888 -2.388
C13 2.942 -0.143 -0.680
H1 -4.898 -0.073 0.133
H2 3.700 -2.122 2.026
H3 -3.437 0.980 1.815
H4 2.292 -3.122 1.269
H5 -1.854 2.041 -0.714
H6 -2.381 2.916 0.875
H7 0.782 -4.020 -1.352
H8 -4.148 1.386 -0.867
H9 2.420 -2.863 3.202
H10 -0.415 1.362 2.168
H11 -0.081 3.045 1.388
H12 2.340 2.507 -3.375
H13 -2.121 -0.225 1.151

Here is one molecule with the formula C13H13F4N5O3S2 at a distorted geometry from the OMol25 dataset. Energies are from ωB97M-V/def2-TZVPD.

Computed properties:
E = -59822.62413 eV
Lowest unoccupied orbital energy = -0.079 eV
HOMO-LUMO gap = 0.3072 Ha
Multiplicity = 1

Atoms and positions in Å:
S1 1.629 4.832 1.598
S2 2.389 2.269 -1.820
F1 -2.799 0.576 1.913
F2 -4.166 -3.340 2.352
F3 -3.056 -3.856 4.190
F4 -2.898 -5.037 2.456
O1 1.470 -2.402 1.883
O2 2.582 0.919 -2.322
O3 1.202 2.945 -2.276
N1 -0.619 -1.462 1.672
N2 -0.317 4.824 -0.370
N3 -1.815 -1.884 1.901
N4 2.220 2.000 -0.099
N5 -0.387 -3.333 2.654
C1 -3.041 -3.796 2.879
C2 0.284 -2.302 2.074
C3 3.830 3.408 -2.090
C4 0.105 2.726 0.803
C5 3.791 3.951 -3.509
C6 -0.415 -0.065 1.381
C7 0.797 0.412 0.839
C8 0.384 4.166 0.637
C9 0.127 -4.670 3.078
C10 -1.773 -2.992 2.528
C11 -1.141 2.263 1.403
C12 1.035 1.744 0.454
C13 -1.478 0.851 1.484
H1 0.781 -4.952 2.283
H2 3.551 3.048 -4.034
H3 3.755 4.225 -1.377
H4 0.778 -4.699 3.954
H5 0.023 5.819 -0.470
H6 4.842 4.091 -3.857
H7 -1.863 3.084 1.558
H8 3.005 1.455 0.232
H9 3.070 4.844 -3.714
H10 4.742 2.799 -1.825
H11 -0.710 -5.366 3.219
H12 -0.438 4.194 -1.169
H13 1.692 -0.123 0.677

Here is an isolated ion of composition C13H13N2 and charge +1 at a distorted geometry from the OMol25 dataset. Energies are from ωB97M-V/def2-TZVPD.

Computed properties:
E = -16661.71493 eV
Net charge = +1
Lowest unoccupied orbital energy (alpha / beta) = -6.285 / -6.286 eV
HOMO-LUMO gap (alpha / beta) = 0.2496 / 0.2496 Ha
Multiplicity = 1

Atoms and positions in Å:
N1 -0.400 -1.585 -2.320
N2 -1.369 1.396 -2.064
C1 -0.716 -0.527 2.281
C2 0.988 -3.117 -1.208
C3 -1.028 0.555 -0.952
C4 -0.391 -0.890 -1.209
C5 -0.421 0.996 0.399
C6 1.539 0.526 1.476
C7 1.124 -2.326 -0.131
C8 0.334 -1.191 -0.074
C9 0.310 -2.699 -2.360
C10 -0.771 3.191 -0.529
C11 -0.405 2.359 0.563
C12 0.221 -0.122 1.099
C13 -1.169 2.657 -1.782
H1 -0.110 -1.130 2.968
H2 1.759 -2.715 0.601
H3 -0.117 2.806 1.453
H4 1.927 1.032 0.687
H5 2.317 -0.250 1.826
H6 -0.800 4.287 -0.231
H7 1.533 1.135 2.345
H8 1.621 -4.083 -1.106
H9 -1.647 -1.034 2.118
H10 -1.359 3.355 -2.525
H11 -1.138 0.297 2.717
H12 -2.092 0.271 -0.799
H13 0.260 -3.195 -3.244

Here is an isolated ion of composition C13H13NP and charge +1 at a distorted geometry from the OMol25 dataset. Energies are from ωB97M-V/def2-TZVPD.

Computed properties:
E = -24459.50456 eV
Net charge = +1
Lowest unoccupied orbital energy (alpha / beta) = -4.165 / -4.126 eV
HOMO-LUMO gap (alpha / beta) = 0.2790 / 0.2802 Ha
Multiplicity = 1

Atoms and positions in Å:
P1 -1.161 2.528 1.250
N1 -0.374 1.845 -1.545
C1 1.787 0.460 0.034
C2 -2.978 -1.227 0.205
C3 2.201 -1.836 0.038
C4 -0.154 -1.045 0.262
C5 1.238 -0.834 0.035
C6 -2.421 0.050 0.037
C7 3.539 -1.499 -0.149
C8 3.082 0.826 -0.008
C9 -0.781 -2.295 0.380
C10 -0.449 1.478 -0.050
C11 -1.032 0.151 0.139
C12 -2.172 -2.351 0.422
C13 4.042 -0.215 -0.123
H1 -1.189 1.315 -2.060
H2 -0.436 3.774 1.130
H3 4.161 -2.374 -0.319
H4 -0.245 -3.214 0.619
H5 -4.091 -1.153 0.349
H6 1.843 -2.896 -0.137
H7 3.404 1.913 0.106
H8 -3.034 0.891 -0.012
H9 0.480 1.496 -1.816
H10 -2.748 -3.219 0.729
H11 5.173 -0.137 -0.111
H12 -0.350 1.800 2.254
H13 -0.478 2.798 -1.786

Here is one molecule with the formula C13H14ClN3O3 at a distorted geometry from the OMol25 dataset. Energies are from ωB97M-V/def2-TZVPD.

Computed properties:
E = -36840.54263 eV
Lowest unoccupied orbital energy = -0.070 eV
HOMO-LUMO gap = 0.3268 Ha
Multiplicity = 1

Atoms and positions in Å:
Cl1 6.834 0.150 0.223
O1 -5.299 0.904 0.071
O2 2.117 1.534 -0.715
O3 -5.219 -1.224 -0.235
N1 -1.176 -0.824 0.165
N2 -4.690 -0.148 -0.031
N3 -1.221 0.505 0.356
C1 -2.470 0.990 0.312
C2 2.907 0.470 -0.380
C3 3.384 -1.820 0.147
C4 4.730 -1.539 0.274
C5 -2.796 2.424 0.485
C6 0.736 1.338 -0.861
C7 2.465 -0.833 -0.174
C8 -3.292 -0.121 0.090
C9 5.157 -0.235 0.070
C10 0.019 1.213 0.502
C11 4.264 0.767 -0.253
C12 -2.412 -1.238 0.005
C13 -2.749 -2.660 -0.221
H1 -2.278 3.028 -0.260
H2 -3.868 2.565 0.376
H3 -0.164 2.195 0.936
H4 -1.840 -3.254 -0.215
H5 -2.496 2.766 1.475
H6 0.525 0.443 -1.459
H7 0.377 2.216 -1.404
H8 1.423 -1.102 -0.254
H9 4.594 1.780 -0.416
H10 5.439 -2.310 0.526
H11 0.658 0.637 1.178
H12 3.034 -2.829 0.304
H13 -3.263 -2.776 -1.174
H14 -3.429 -3.011 0.552

Here is one molecule with the formula C13H14ClN3O6 at a distorted geometry from the OMol25 dataset. Energies are from ωB97M-V/def2-TZVPD.

Computed properties:
E = -42973.86577 eV
Lowest unoccupied orbital energy = -1.669 eV
HOMO-LUMO gap = 0.3052 Ha
Multiplicity = 1

Atoms and positions in Å:
Cl1 1.516 -0.907 -0.695
O1 7.641 -0.713 0.466
O2 2.275 3.111 -0.564
O3 6.394 -2.745 -0.038
O4 -2.088 -1.723 -0.111
O5 -2.642 2.568 0.115
O6 0.894 1.616 -0.005
N1 6.637 -1.361 0.172
N2 -3.728 -0.204 0.120
N3 -1.465 0.442 -0.030
C1 -0.313 2.613 -0.007
C2 4.553 1.778 0.074
C3 -4.835 -1.142 -0.089
C4 -2.516 -0.718 0.212
C5 3.157 1.091 -0.094
C6 3.060 -0.116 -0.342
C7 -4.833 -1.856 1.389
C8 2.009 2.103 -0.141
C9 -4.888 -1.756 -1.196
C10 -1.495 1.713 0.076
C11 5.356 -0.511 -0.036
C12 4.057 -0.960 -0.128
C13 5.526 0.905 0.380
H1 -4.923 -1.277 -2.112
H2 -0.135 3.248 -0.754
H3 -5.687 -0.274 -0.080
H4 -0.167 2.988 0.862
H5 -4.683 -1.160 2.180
H6 -3.814 0.866 -0.038
H7 -4.098 -2.533 -1.252
H8 -0.463 0.141 0.008
H9 6.448 1.219 0.622
H10 -5.790 -2.183 -1.198
H11 -5.642 -2.456 1.316
H12 4.563 2.699 0.352
H13 4.094 -1.948 -0.695
H14 -3.974 -2.559 1.263

Here is one molecule with the formula C13H14ClNO2 at a distorted geometry from the OMol25 dataset. Energies are from ωB97M-V/def2-TZVPD.

Computed properties:
E = -31813.46169 eV
Lowest unoccupied orbital energy = 0.587 eV
HOMO-LUMO gap = 0.3543 Ha
Multiplicity = 1

Atoms and positions in Å:
Cl1 -1.175 5.166 2.000
O1 1.633 -1.104 1.825
O2 1.361 -2.313 -0.105
N1 -0.245 -0.449 -2.888
C1 -0.576 3.724 1.332
C2 0.227 1.282 0.207
C3 2.736 -2.498 0.295
C4 -0.634 -1.653 1.066
C5 0.924 1.832 1.360
C6 -0.668 -2.910 1.883
C7 0.790 -1.216 0.609
C8 -0.899 1.962 -0.298
C9 2.914 -1.405 1.375
C10 0.297 -0.321 -1.843
C11 0.759 -0.046 -0.406
C12 -1.255 3.177 0.203
C13 0.501 3.066 1.908
H1 2.747 -3.401 0.843
H2 -1.541 1.568 -1.099
H3 3.429 -1.951 2.157
H4 -2.162 3.573 -0.228
H5 -0.126 -2.739 2.803
H6 1.772 0.196 -0.502
H7 0.850 3.346 2.900
H8 1.695 1.203 1.759
H9 -1.655 -3.185 2.086
H10 -1.143 -0.942 1.659
H11 3.586 -2.510 -0.394
H12 -0.333 -3.898 1.395
H13 -1.322 -1.738 0.170
H14 3.481 -0.625 0.933

Here is C13H14N2O7P2ReS2 as an isolated structure at a distorted geometry from the OMol25 dataset. Energies are from ωB97M-V/def2-TZVPD.

Computed properties:
⟨S²⟩ = 0.853
E = -73406.01836 eV
Lowest unoccupied orbital energy (alpha / beta) = -2.651 / -2.108 eV
HOMO-LUMO gap (alpha / beta) = 0.2452 / 0.2619 Ha
Multiplicity = 2

Atoms and positions in Å:
Re1 -0.238 -0.401 0.240
S1 1.569 -0.941 1.403
S2 0.012 -2.441 -0.746
P1 -2.455 1.360 0.851
P2 -2.883 -1.303 1.814
O1 -3.207 2.593 0.740
O2 -0.947 1.304 1.194
O3 -1.325 -1.328 1.660
O4 -2.227 0.412 -0.514
O5 -3.491 -1.764 0.393
O6 -3.189 0.283 1.771
O7 -3.512 -2.010 2.916
N1 1.171 -5.874 0.065
N2 3.290 -3.795 2.977
C1 1.079 -4.737 0.201
C2 -0.809 2.124 -2.295
C3 2.809 1.783 -0.024
C4 1.488 1.841 -0.736
C5 -0.437 3.141 -1.420
C6 -0.486 -0.108 -3.378
C7 -0.082 0.949 -2.390
C8 0.954 -3.314 0.372
C9 0.719 2.990 -0.659
C10 1.044 0.779 -1.557
C11 1.641 -2.646 1.350
C12 2.546 -3.310 2.247
C13 -1.270 4.384 -1.309
H1 -2.332 4.139 -1.329
H2 -0.291 0.247 -4.393
H3 -4.129 -2.479 0.543
H4 -1.064 4.915 -0.381
H5 -2.993 -0.138 -0.761
H6 0.067 -1.037 -3.246
H7 1.705 -0.063 -1.728
H8 -1.705 2.237 -2.896
H9 2.705 2.035 1.032
H10 3.284 0.807 -0.103
H11 1.025 3.786 0.010
H12 -1.061 5.059 -2.142
H13 3.488 2.513 -0.470
H14 -1.553 -0.327 -3.315

Here is C13H14N2ORhS as an isolated structure from the OMol25 dataset. Energies are from ωB97M-V/def2-TZVPD.

Computed properties:
⟨S²⟩ = 6.030
E = -32572.35974 eV
Net charge = +1
Lowest unoccupied orbital energy (alpha / beta) = -3.525 / -5.599 eV
HOMO-LUMO gap (alpha / beta) = 0.2928 / 0.2405 Ha
Multiplicity = 5

Atoms and positions in Å:
Rh1 -0.062 -0.004 -0.020
S1 -1.242 -0.870 1.804
O1 2.005 -0.988 0.105
N1 3.667 -1.807 -1.123
N2 0.321 1.680 1.351
C1 1.814 -0.711 -2.285
C2 -0.975 0.016 4.337
C3 2.491 -1.193 -1.014
C4 -0.720 0.275 2.999
C5 0.403 2.357 3.660
C6 -0.561 0.904 5.331
C7 1.039 2.728 0.993
C8 0.000 1.454 2.641
C9 1.151 3.487 3.261
C10 1.472 3.668 1.943
C11 0.309 -0.581 -2.117
C12 0.093 2.068 5.006
C13 1.386 2.824 -0.455
H1 -0.745 0.661 6.366
H2 2.247 0.267 -2.525
H3 2.063 -1.381 -3.117
H4 4.112 -1.997 -2.004
H5 2.057 4.515 1.622
H6 0.546 2.447 -1.055
H7 1.483 4.184 4.013
H8 1.625 3.842 -0.749
H9 0.406 2.762 5.772
H10 -1.486 -0.894 4.607
H11 2.256 2.194 -0.651
H12 -0.191 -1.557 -2.083
H13 4.132 -2.116 -0.282
H14 -0.143 0.068 -2.865

> The lowest E belongs to which entry?

C13H13Br18Cl21